(1)
9
Properties=species:S:1:pos:R:3:forces:R:3:nbo_charge:R:1 method="wB97M-V/def2-TZVPD" homo_energy_ev=-4.98 total_charge=-1 orbital_gap_ev=9.20
C -2.209858 -0.211601 -0.116634 0.16 0.31 -0.54 -0.093
N 2.329998 0.102320 -0.146099 2.97 0.03 0.71 0.250
N 1.378414 -0.324945 0.380336 -1.73 -0.99 0.73 -0.609
N -3.335944 -0.238223 -0.251695 -2.77 -0.22 -0.23 -0.467
N 3.415399 0.370286 -0.374328 0.10 0.70 -1.23 -0.294
Si -0.409097 -0.094936 0.078468 1.25 0.64 2.15 0.811
H -0.438528 1.384481 0.523759 -0.16 -0.73 0.34 -0.185
H -0.135292 0.258077 -1.326697 -0.15 -0.64 -0.80 -0.204
H -0.595093 -1.245462 1.232893 0.33 0.90 -1.12 -0.209

(2)
10
Properties=species:S:1:pos:R:3:forces:R:3:nbo_charge:R:1 method="wB97M-V/def2-TZVPD" homo_energy_ev=-20.89 total_charge=+2 smiles="[NH2+]=C=[N+]=NNN=O" orbital_gap_ev=8.70
N 2.200609 0.616536 0.055564 3.05 2.28 0.14 -0.740
C 1.170513 -0.083456 0.044928 -0.84 -2.19 -0.72 0.833
N 0.325511 -0.906175 -0.090170 2.84 2.51 0.88 -0.174
N -0.778500 -1.552751 -0.082851 -1.89 -1.65 -0.58 0.235
N -1.782509 -0.856786 0.047794 -1.99 -2.25 0.65 -0.183
N -1.449784 0.807767 -0.116772 -1.11 2.44 -0.16 0.409
O -2.363541 1.433549 -0.052972 0.31 -0.21 -0.02 0.067
H 3.075453 0.429712 -0.558282 -1.66 -0.21 1.04 0.535
H 2.358446 1.498613 0.663365 -0.78 -1.57 -1.03 0.528
H -2.756195 -1.387008 0.089392 2.06 0.86 -0.20 0.492

(3)
10
Properties=species:S:1:pos:R:3:forces:R:3:nbo_charge:R:1 method="wB97M-V/def2-TZVPD" homo_energy_ev="-20.34 / -20.34" total_charge=+2 orbital_gap_ev="8.56 / 8.56"
C -0.026317 0.057698 -0.381330 0.35 -0.71 0.28 0.582
N -0.118931 -0.352818 0.998855 -1.65 0.46 -1.75 -0.123
N 0.926834 -0.654065 1.488464 1.87 0.72 1.06 0.460
N 1.926848 -0.822155 1.970208 0.30 -0.67 1.33 -0.038
N 1.388296 -0.077839 -0.658272 1.87 -0.67 -2.28 0.109
N -0.860955 0.638581 -1.148622 -2.13 1.74 0.47 -0.598
O 1.855780 -0.777390 -1.500491 -1.29 1.12 1.13 -0.003
H 2.739667 -0.840499 2.706882 -1.40 0.08 -1.12 0.595
H -1.785551 1.118039 -0.866419 1.42 -1.26 0.23 0.510
H -0.686067 0.941525 -2.134564 0.65 -0.81 0.65 0.505

(4)
6
Properties=species:S:1:pos:R:3:forces:R:3:nbo_charge:R:1 method="wB97M-V/def2-TZVPD" homo_energy_ev=-9.86 smiles="C=NO" orbital_gap_ev=11.06
C -0.757816 0.045436 -0.123710 -5.01 0.32 1.30 -0.150
N 0.234836 -0.702825 -0.119642 -2.74 -0.36 0.26 -0.110
O 1.190812 0.185319 -0.085030 3.14 3.12 -1.16 -0.545
H -0.834946 1.142123 -0.069959 1.23 -0.33 -0.36 0.173
H -1.699730 -0.317625 0.234726 -0.70 -1.10 -0.89 0.168
H 1.866846 -0.352430 0.163617 4.08 -1.65 0.85 0.465

(5)
7
Properties=species:S:1:pos:R:3:forces:R:3:nbo_charge:R:1 method="wB97M-V/def2-TZVPD" homo_energy_ev=-11.35 smiles="C[N+](=O)[O-]" orbital_gap_ev=10.49
C -0.091632 0.608961 0.177962 -1.64 -0.55 1.88 -0.473
N 0.141759 -0.803857 -0.237519 0.46 -0.52 -0.78 0.475
O 1.415863 -0.910539 -0.470809 -5.10 -2.09 0.25 -0.342
O -0.956514 -1.582626 -0.348712 6.21 2.98 0.25 -0.371
H -0.578877 1.075245 -0.676718 -0.15 0.15 0.29 0.238
H -0.776446 0.496271 1.091581 0.74 0.63 -1.51 0.234
H 0.845847 1.116545 0.464215 -0.51 -0.61 -0.39 0.239

(6)
7
Properties=species:S:1:pos:R:3:forces:R:3:nbo_charge:R:1 method="wB97M-V/def2-TZVPD" homo_energy_ev=-11.05 smiles="C[N+](=O)[O-]" orbital_gap_ev=11.35
C -0.162604 -0.226691 -0.571244 -1.11 -0.65 0.17 -0.493
N 0.201496 0.312539 0.787836 2.77 -0.03 -3.39 0.540
O 1.406286 0.616709 0.782926 -1.37 0.14 1.92 -0.394
O -0.656514 0.432829 1.606966 0.23 0.18 0.83 -0.341
H -0.394924 -1.278591 -0.405004 -0.72 0.17 0.03 0.226
H 0.608966 -0.261231 -1.340384 0.35 0.76 0.68 0.235
H -1.002704 0.404439 -0.861094 -0.16 -0.56 -0.24 0.227

(7)
8
Properties=species:S:1:pos:R:3:forces:R:3:nbo_charge:R:1 method="wB97M-V/def2-TZVPD" homo_energy_ev=-9.95 orbital_gap_ev=9.91
C -0.265426 -0.079905 -0.677724 1.57 -3.23 -1.37 -0.467
N 0.966090 -0.073681 0.233002 -1.28 0.44 -0.15 0.510
O 1.228254 -1.120228 0.764082 0.66 -0.32 0.16 -0.359
O 1.460932 1.006252 0.462324 0.40 0.08 -0.14 -0.374
S -1.704825 0.184335 0.363675 -1.44 -0.85 -0.98 0.010
H -0.073387 0.641638 -1.591970 -0.56 -1.60 2.01 0.258
H -0.256485 -1.483814 -0.945047 -0.35 4.84 0.29 0.276
H -1.355155 0.925402 1.391661 1.01 0.64 0.17 0.147

(8)
8
Properties=species:S:1:pos:R:3:forces:R:3:nbo_charge:R:1 method="wB97M-V/def2-TZVPD" homo_energy_ev="-7.46 / -9.60" orbital_gap_ev="6.23 / 9.46"
C 0.202618 -0.244389 0.165179 0.17 -0.71 0.21 -0.620
N 0.304841 -0.495534 -2.581092 -0.08 0.83 2.19 0.480
O 0.358857 -1.439889 -3.304377 0.34 1.15 -0.53 -0.289
O 0.587820 0.691907 -2.602544 -0.08 -2.12 -2.32 -0.353
S 0.805858 1.286802 0.024100 -0.99 1.09 -0.63 0.207
H -0.790076 -0.496643 -0.107806 -0.58 -0.10 -0.12 0.211
H 0.721642 -0.851599 0.856607 0.37 -0.86 0.42 0.203
H -0.165378 1.545740 -0.913716 0.87 0.73 0.78 0.161

(9)
8
Properties=species:S:1:pos:R:3:forces:R:3:nbo_charge:R:1 method="wB97M-V/def2-TZVPD" homo_energy_ev="-7.70 / -9.58" orbital_gap_ev="6.56 / 9.40"
C 0.470266 0.013066 0.143213 0.79 0.97 0.34 -0.627
N 0.221455 -0.124986 -2.568324 0.53 -0.39 0.40 0.488
O 0.877678 -0.993656 -3.096381 -1.06 1.52 -0.18 -0.309
O -0.362816 0.870996 -2.918643 0.96 -1.59 -0.38 -0.297
S -0.689113 1.209363 -0.113641 0.55 1.46 0.70 0.187
H 0.239667 -1.012285 0.431510 0.19 0.41 -0.16 0.225
H 1.390660 0.569637 0.501922 -0.83 -1.42 -0.67 0.223
H -1.812086 0.571761 -0.054252 -1.13 -0.98 -0.06 0.110

(10)
8
Properties=species:S:1:pos:R:3:forces:R:3:nbo_charge:R:1 method="wB97M-V/def2-TZVPD" spin_multiplicity=3 homo_energy_ev="-4.82 / -12.30" orbital_gap_ev="5.61 / 7.97"
C -0.584502 0.741171 0.082706 -3.63 4.67 1.62 -0.668
N -0.406809 -0.656789 -0.795489 0.90 -2.61 -1.33 -0.680
O 1.077931 -0.971819 1.330008 -0.38 -0.52 0.15 -0.815
O 2.000065 0.268952 -0.602714 0.24 0.09 -0.46 -0.839
S 0.884290 -0.204726 0.139690 2.85 -0.93 -0.20 2.148
H -0.670494 1.561134 -0.603969 0.57 0.40 0.05 0.258
H -1.304507 0.647954 0.875181 -0.12 -0.02 0.04 0.234
H -0.995974 -1.385877 -0.425413 -0.42 -1.08 0.12 0.362

(11)
9
Properties=species:S:1:pos:R:3:forces:R:3:nbo_charge:R:1 method="wB97M-V/def2-TZVPD" homo_energy_ev="-9.22 / -8.60" orbital_gap_ev="8.06 / 6.16"
C -0.330643 -0.459603 -0.156723 3.43 -2.24 0.54 -0.465
N 0.604560 0.613126 -0.384560 1.13 0.16 -2.45 -0.338
O 2.816422 3.111961 0.177454 -0.24 -0.58 0.38 -0.785
O 1.304057 0.919696 0.796016 0.28 0.93 1.35 -0.602
S -1.417606 -0.963219 -1.471231 0.67 0.43 0.44 0.173
S 2.679120 1.988105 1.109874 -1.49 -0.87 -1.39 1.215
H 0.460791 -1.284190 0.165378 -2.19 0.70 -0.62 0.240
H -0.866493 -0.221146 0.708285 -1.50 -0.05 1.54 0.216
H 0.101879 1.368286 -0.787898 -0.09 1.52 0.21 0.346

(12)
8
Properties=species:S:1:pos:R:3:forces:R:3:nbo_charge:R:1 method="wB97M-V/def2-TZVPD" homo_energy_ev=-9.77 orbital_gap_ev=10.31
O -1.415450 0.437026 0.560963 -0.56 0.81 -0.18 -0.672
C -0.226109 0.575707 1.131711 1.71 -3.75 1.99 0.262
N 0.884934 0.040578 0.769417 1.50 0.67 -2.75 -0.176
O 1.223215 -0.371576 -0.482005 -0.09 -0.07 -0.39 -0.128
O 0.088394 -0.503265 -1.462414 -0.02 0.07 0.60 -0.542
H -1.300111 0.164349 -0.371127 0.10 0.09 0.27 0.515
H 0.165859 0.110122 2.148408 -2.73 2.07 0.31 0.258
H 0.579268 -0.452940 -2.294954 0.08 0.11 0.17 0.483

The evaluated total energy for the records listed, in turn: -548.3915 -387.9578 -387.9228 -169.7826 -244.9913 -245.0253 -643.1578 -643.1182 -643.1212 -643.0169 -1041.3290 -320.1517 hartree.